[1]
The following is a DFT calculation (ωB97M-V/def2-TZVPD) of 15 unconnected molecules or ions with the total composition C4H40N2O14 at a distorted geometry.

The LUMO energy is -0.10 eV. The max |F| is 8.29 eV/A. The HOMO energy comes out at -0.3187 Eh. The calculated total energy comes out at -1339.0726 a.u.

Geometry as ORCA input:
```
! RIJCOSX wB97M-V def2-TZVPD def2/J DEFGRID3
* xyz 0 1
O 3.392 -1.983 0.880
O 0.525 -0.201 -5.416
O 1.993 -4.495 0.032
O 1.191 -1.071 4.863
O -2.282 0.944 -0.359
O -2.762 1.075 3.323
O -1.473 3.300 -1.408
O -0.696 -1.810 2.948
O -1.409 0.880 -3.662
O -2.915 3.352 1.818
O 2.002 -1.981 -3.349
O 1.077 2.136 -2.710
O -3.737 0.022 -2.378
O 1.150 -2.906 2.662
N 0.264 2.605 1.954
N 0.616 -0.012 0.405
C 1.316 1.584 2.359
C 1.645 0.843 1.071
C -0.098 -1.426 -1.590
C 1.027 -0.729 -0.785
H -3.745 0.395 -1.473
H 1.477 2.078 -3.630
H 1.993 1.659 0.329
H 2.273 -4.619 0.946
H -2.856 4.294 1.637
H 1.035 -1.399 3.962
H 3.732 -2.654 1.420
H -0.762 -1.433 2.093
H -2.418 2.809 1.308
H 0.146 -3.142 2.537
H 0.064 0.685 -5.235
H -3.907 -0.926 -2.459
H 1.709 2.616 -2.130
H 1.708 -0.096 -1.425
H 1.783 -3.534 0.030
H -1.328 4.070 -1.819
H -1.012 -1.090 3.469
H -2.622 1.957 3.260
H 1.162 1.028 3.278
H -0.475 -0.830 -2.320
H 2.403 -1.850 1.150
H 2.530 0.153 1.163
H 1.346 -0.258 4.647
H -2.301 1.761 -0.821
H -0.364 2.223 1.310
H -3.480 0.786 2.787
H 1.574 -3.790 2.794
H 1.736 -1.492 -0.262
H 2.220 2.012 2.696
H -2.342 0.730 -4.010
H 0.791 -0.517 -4.567
H -0.327 0.371 0.475
H -1.357 1.444 -2.880
H -0.016 3.142 2.724
H -1.834 0.297 -0.976
H 2.649 -2.042 -2.562
H -0.882 -1.752 -0.776
H 2.373 -1.620 -4.099
H -0.731 2.940 -1.186
H 0.112 -2.287 -2.189
*
```

Atomic partial charges in e from the Mulliken method, atoms 1 to 4: -0.5354 -0.6437 -0.6202 -0.6289



[2]
The following is a DFT calculation (ωB97M-V/def2-TZVPD) of a molecular structure, C5H9MgO4Sc at a distorted geometry.

The LUMO energy (alpha / beta) is -5.11 / -5.28 eV. The max |F| is 2.59 eV/A. The HOMO energy (alpha / beta) comes out at -0.3575 / -0.3574 Eh. The calculated total energy comes out at -1457.4267 a.u.

Geometry as ORCA input:
```
! RIJCOSX wB97M-V def2-TZVPD def2/J DEFGRID3
* xyz 1 2
Sc -0.546 -1.169 -1.064
Mg -1.295 1.745 -0.600
O -3.194 2.295 -0.387
O 1.219 -0.985 0.130
O -2.002 -0.047 -0.312
O 0.523 1.334 -0.927
C 1.460 0.177 0.917
C -4.042 1.350 -0.262
C -3.400 -0.035 -0.296
C 2.263 -1.945 0.114
C 1.627 1.307 -0.084
H 0.637 0.300 1.636
H -3.867 -0.574 -1.144
H 1.893 2.219 0.478
H 2.756 -1.950 1.098
H 2.507 1.079 -0.716
H 2.351 0.084 1.555
H -3.747 -0.564 0.615
H 2.999 -1.678 -0.655
H 1.856 -2.943 -0.096
*
```

Atomic partial charges in e from the Mulliken method, atoms 1 to 4: 1.1754 0.9900 -0.2785 -0.1307



[3]
The following is a DFT calculation (ωB97M-V/def2-TZVPD) of 2 unconnected molecules or ions with the total composition C2H6N2O3 at a distorted geometry.

The LUMO energy is 0.53 eV. The max |F| is 6.20 eV/A. As for the SMILES: C=[N+]([O-])O.[H]/N=C\O. The HOMO energy comes out at -0.3069 Eh. The calculated total energy comes out at -414.8518 a.u.

Geometry as ORCA input:
```
! RIJCOSX wB97M-V def2-TZVPD def2/J DEFGRID3
* xyz 0 1
O 2.385 -1.112 1.549
O -0.585 1.748 -1.838
O -1.400 1.989 0.218
N 0.573 -1.136 0.069
N -1.084 1.125 -0.923
C -1.420 -0.129 -0.823
C 1.723 -0.814 0.449
H 2.335 -0.316 -0.291
H -2.258 -0.297 -0.082
H -1.053 2.839 0.129
H 1.674 -1.236 2.262
H -1.033 -0.803 -1.458
H 0.143 -1.858 0.739
*
```

Atomic partial charges in e from the Mulliken method, atoms 1 to 4: -0.4789 -0.6928 -0.4907 -0.4347



[4]
The following is a DFT calculation (ωB97M-V/def2-TZVPD) of a molecular structure, C20H24N2OS2Se2Ti.

The LUMO energy (alpha / beta) is -2.97 / -3.43 eV. The max |F| is 0.52 eV/A. The HOMO energy (alpha / beta) comes out at -0.4082 / -0.4092 Eh. The calculated total energy comes out at -7409.8292 a.u.

Geometry as ORCA input:
```
! RIJCOSX wB97M-V def2-TZVPD def2/J DEFGRID3
* xyz 1 2
Se 1.945 -0.201 1.909
Se -0.496 2.114 0.788
Ti -0.144 -0.567 0.102
S 3.418 -2.302 -1.821
S 0.766 -2.723 -0.370
O -1.956 -0.500 -0.245
N 0.101 -0.300 -1.849
N 1.402 -0.724 -2.129
C -2.853 1.078 -3.428
C 3.301 0.470 0.677
C 2.627 -3.346 -4.864
C 1.750 -1.796 -1.490
C -2.635 0.124 -1.221
C -3.965 0.463 -0.970
C 0.834 -4.325 -3.605
C -0.689 0.019 -2.822
C -0.003 -4.213 -4.709
C -4.155 1.438 -3.159
C -1.786 1.810 2.212
C -0.191 -0.101 -4.225
C 1.033 2.592 1.902
C -2.055 0.418 -2.480
C 2.154 -3.893 -3.674
C 1.540 1.486 2.806
C -4.714 1.117 -1.926
C 0.475 -3.667 -5.890
C 1.795 -3.236 -5.966
C 3.036 -3.971 -2.458
H -1.502 0.966 2.836
H 2.175 -2.818 -6.888
H 4.011 -4.412 -2.667
H 2.859 1.015 -0.152
H -2.436 1.332 -4.392
H 0.722 3.451 2.497
H -2.736 1.599 1.728
H 3.838 -0.399 0.306
H 3.976 1.102 1.249
H 0.825 1.240 3.591
H -5.743 1.377 -1.714
H -0.171 -3.589 -6.754
H 0.461 -4.759 -2.686
H 1.806 2.936 1.215
H -1.025 -4.564 -4.646
H 0.035 -1.153 -4.425
H 3.651 -2.998 -4.925
H -1.867 2.716 2.806
H 2.465 1.794 3.295
H -4.738 1.956 -3.907
H -4.391 0.186 -0.014
H -0.907 0.245 -4.960
H 2.570 -4.555 -1.665
H 0.750 0.440 -4.330
*
```

Atomic partial charges in e from the Mulliken method, atoms 1 to 4: 0.1156 0.1043 0.5308 -0.1066



[5]
The following is a DFT calculation (ωB97M-V/def2-TZVPD) of a single C5H14N2 molecule at a distorted geometry.

The LUMO energy is 1.13 eV. The max |F| is 1.28 eV/A. As for the SMILES: CC[C@H](C)NCN. The HOMO energy comes out at -0.3127 Eh. The calculated total energy comes out at -308.3919 a.u.

Geometry as ORCA input:
```
! RIJCOSX wB97M-V def2-TZVPD def2/J DEFGRID3
* xyz 0 1
N -0.924 -2.515 -1.152
N -0.973 -0.476 0.241
C -0.709 1.855 -0.454
C 1.075 0.634 0.883
C -0.027 0.522 -0.219
C -0.601 -1.871 0.125
C 2.105 1.752 0.760
H -1.599 2.002 0.161
H 1.650 -0.285 0.786
H -1.748 -2.186 -1.626
H 2.690 1.890 1.668
H 2.790 1.494 -0.044
H 0.500 0.603 1.811
H 0.399 0.161 -1.164
H -0.111 2.747 -0.339
H 0.465 -1.966 0.266
H 1.646 2.738 0.623
H -1.925 -0.333 -0.057
H -1.070 1.903 -1.469
H -0.138 -2.650 -1.764
H -1.128 -2.403 0.896
*
```

Atomic partial charges in e from the Mulliken method, atoms 1 to 4: -0.5087 -0.4147 -1.5141 -0.5934



[6]
The following is a DFT calculation (ωB97M-V/def2-TZVPD) of a molecular structure, C10H16Cl2N4RhSe3Te at a distorted geometry.

The LUMO energy (alpha / beta) is 2.22 / 2.04 eV. The max |F| is 1.73 eV/A. The HOMO energy (alpha / beta) comes out at -0.1275 / -0.1266 Eh. The calculated total energy comes out at -9112.9719 a.u.

Geometry as ORCA input:
```
! RIJCOSX wB97M-V def2-TZVPD def2/J DEFGRID3
* xyz -1 1
Te -2.936 -4.745 -1.147
Rh -1.085 -1.400 0.067
Se -2.469 -4.909 1.505
Se -1.330 -2.990 -1.644
Se -1.448 -2.922 1.853
Cl 0.906 1.898 -2.190
Cl -4.208 0.310 -1.091
N 1.849 -1.315 2.104
N -0.952 0.238 1.719
N -1.089 0.120 -1.019
N 2.789 -1.549 -0.673
C -1.647 1.073 -1.731
C -1.317 3.048 -3.207
C 1.231 -0.257 2.888
C -3.056 1.306 -1.934
C -3.537 2.316 -2.736
C -2.684 3.197 -3.393
C 0.355 0.762 2.164
C 3.214 -1.035 1.668
C -0.829 2.043 -2.402
C 3.336 -0.550 0.230
H 0.865 1.168 1.289
H 3.684 -0.301 2.340
H 2.682 -1.209 -1.618
H 4.393 -0.324 0.038
H -1.483 -0.076 2.526
H -1.479 0.973 1.263
H 2.778 0.380 0.098
H -0.617 3.716 -3.694
H 0.596 -0.726 3.646
H 3.796 -1.959 1.739
H -3.077 3.983 -4.025
H 1.817 -2.178 2.618
H 3.351 -2.391 -0.695
H 0.200 1.581 2.874
H -4.609 2.416 -2.848
H 2.009 0.309 3.421
*
```

Atomic partial charges in e from the Mulliken method, atoms 1 to 4: -0.0805 0.7219 -0.3560 -0.3342



[7]
The following is a DFT calculation (ωB97M-V/def2-TZVPD) of 2 unconnected molecules or ions with the total composition C6H14N2O2 at a distorted geometry.

The LUMO energy is 0.43 eV. The max |F| is 1.61 eV/A. As for the SMILES: CNC(C)=O.CNC(C)=O. The HOMO energy comes out at -0.3586 Eh. The calculated total energy comes out at -497.0119 a.u.

Geometry as ORCA input:
```
! RIJCOSX wB97M-V def2-TZVPD def2/J DEFGRID3
* xyz 0 1
O 0.180 -0.572 -3.301
O -1.849 1.155 3.226
N -0.666 -0.376 1.949
N 1.081 0.456 -1.525
C -1.445 1.628 0.913
C 0.696 -0.668 -2.207
C -0.295 -1.482 2.830
C -1.336 0.813 2.193
C 1.121 1.704 -2.305
C 0.628 -1.978 -1.457
H 0.904 -1.984 -0.404
H -1.868 1.118 0.041
H -0.415 -2.293 -1.464
H 1.778 0.450 -0.792
H -0.035 -0.362 1.175
H 0.657 -1.282 3.331
H -1.863 2.604 1.129
H 1.209 -2.670 -2.069
H -0.423 1.643 0.508
H 1.996 2.287 -2.034
H 0.179 2.235 -2.160
H -0.217 -2.406 2.258
H -1.109 -1.577 3.547
H 1.091 1.557 -3.382
*
```

Atomic partial charges in e from the Mulliken method, atoms 1 to 4: -0.6206 -0.5928 -0.0987 -0.1523



[8]
The following is a DFT calculation (ωB97M-V/def2-TZVPD) of 2 unconnected molecules or ions with the total composition C3H9N2 at a distorted geometry.

The LUMO energy is -6.20 eV. The max |F| is 3.89 eV/A. The HOMO energy comes out at -0.5146 Eh. The calculated total energy comes out at -228.8261 a.u.

Geometry as ORCA input:
```
! RIJCOSX wB97M-V def2-TZVPD def2/J DEFGRID3
* xyz 1 1
N -0.670 -0.134 1.625
N 0.835 0.665 -1.117
C -0.462 1.292 -1.162
C -0.605 -1.181 2.325
C 1.150 -0.468 -1.707
H -0.694 -2.266 2.114
H -0.224 2.323 -0.926
H -0.386 -1.052 3.393
H 2.163 -0.872 -1.866
H -0.591 0.749 2.207
H -1.103 0.793 -0.461
H -0.966 1.058 -2.085
H 0.422 -1.136 -2.154
H 1.132 0.228 -0.185
*
```

Atomic partial charges in e from the Mulliken method, atoms 1 to 4: -0.4694 -0.1133 -0.7221 -0.2084



[9]
The following is a DFT calculation (ωB97M-V/def2-TZVPD) of a molecular structure, C40H105F3N9O11Sr at a distorted geometry.

The LUMO energy is -3.50 eV. The max |F| is 2.14 eV/A. The HOMO energy comes out at -0.3737 Eh. The calculated total energy comes out at -3237.4866 a.u.

Geometry as ORCA input:
```
! RIJCOSX wB97M-V def2-TZVPD def2/J DEFGRID3
* xyz 1 1
Sr -17.252 8.120 11.820
F -21.846 9.873 12.793
F -23.068 8.086 12.500
F -22.451 8.656 14.499
O -21.472 13.880 10.302
O -26.509 5.869 11.891
O -20.442 -0.755 12.342
O -17.499 8.186 14.473
O -26.296 6.770 16.357
O -19.787 8.140 12.374
O -21.723 7.165 8.391
O -21.114 6.364 12.781
O -21.461 1.531 7.348
O -18.004 3.929 9.506
O -24.726 1.409 14.969
N -18.165 7.882 9.214
N -18.137 5.697 11.854
N -27.536 6.636 19.069
N -17.993 10.410 12.755
N -24.638 1.928 9.255
N -28.303 7.978 11.171
N -25.000 3.867 17.587
N -22.099 16.448 12.945
N -18.491 -2.112 13.547
C -25.912 7.068 15.052
C -21.418 0.168 12.768
C -29.572 5.971 17.869
C -21.650 5.528 13.771
C -18.665 3.169 8.499
C -27.243 7.444 10.289
C -19.712 9.151 7.768
C -17.889 -2.022 11.170
C -19.147 -0.147 12.342
C -17.734 10.641 14.212
C -18.499 11.829 14.753
C -23.004 3.720 8.754
C -25.505 2.325 15.722
C -17.873 3.612 13.193
C -25.337 1.423 18.089
C -22.246 12.741 10.633
C -28.058 6.149 17.796
C -21.251 14.718 11.425
C -26.047 6.916 11.082
C -23.546 15.806 11.081
C -18.055 -1.219 12.472
C -22.027 8.609 13.197
C -27.672 6.914 16.585
C -24.885 2.498 17.101
C -23.539 2.368 8.366
C -19.610 8.162 8.910
C -22.176 4.286 13.049
C -22.564 7.365 9.515
C -20.773 7.694 13.144
C -22.494 1.274 8.311
C -17.970 9.397 15.051
C -18.502 3.555 10.764
C -25.116 1.368 13.611
C -22.504 15.320 12.070
C -21.896 1.592 6.031
C -17.367 7.172 15.491
C -20.394 6.884 8.684
C -26.801 8.585 9.385
C -17.694 4.250 11.836
C -25.870 4.619 11.883
H -18.430 3.543 7.506
H -19.739 3.385 8.615
H -22.492 5.984 14.305
H -20.402 7.677 14.196
H -28.374 7.303 11.933
H -19.005 10.227 12.760
H -21.387 17.013 12.495
H -17.174 4.072 13.901
H -23.986 2.424 7.367
H -18.371 7.037 15.901
H -20.642 15.536 11.020
H -16.675 7.491 16.269
H -25.159 1.218 8.743
H -17.163 -0.686 12.810
H -19.030 9.276 15.318
H -23.238 16.729 10.591
H -19.117 0.374 11.381
H -23.629 15.085 10.267
H -20.316 6.167 9.517
H -20.037 8.578 9.830
H -26.632 9.484 9.986
H -16.870 -2.409 11.100
H -18.544 2.086 8.557
H -22.783 3.648 13.685
H -28.045 7.948 16.694
H -26.302 8.042 14.727
H -23.834 2.231 16.869
H -23.314 12.959 10.700
H -24.418 4.478 17.029
H -21.388 1.081 12.165
H -26.343 3.982 12.627
H -25.553 3.276 15.169
H -23.490 7.815 9.179
H -24.695 3.923 18.550
H -25.736 7.795 11.666
H -26.421 1.444 18.217
H -19.427 10.138 8.133
H -17.473 9.557 16.015
H -25.050 0.470 17.651
H -22.642 2.369 5.839
H -22.120 11.986 9.855
H -30.034 6.881 17.458
H -17.537 2.576 13.137
H -29.919 5.235 17.139
H -26.263 6.324 14.319
H -21.023 1.821 5.414
H -21.269 0.474 13.817
H -22.101 8.069 10.221
H -16.658 4.325 11.502
H -22.287 0.663 5.588
H -20.730 9.240 7.387
H -19.078 0.446 13.261
H -18.112 -1.426 10.280
H -16.654 10.816 14.291
H -22.363 -0.370 12.809
H -19.497 -2.132 13.598
H -21.684 16.042 13.778
H -26.536 6.792 18.976
H -24.829 7.055 14.907
H -27.909 7.542 19.343
H -19.566 3.807 10.881
H -22.349 4.146 7.989
H -27.978 8.834 11.615
H -26.175 1.099 13.532
H -17.704 8.744 8.918
H -23.768 4.477 8.940
H -21.291 3.806 12.619
H -24.476 15.920 11.629
H -20.909 5.216 14.521
H -18.357 2.473 10.881
H -21.848 12.295 11.553
H -25.928 8.368 8.771
H -24.854 1.621 19.045
H -18.549 -2.886 11.146
H -18.423 5.837 10.877
H -24.573 0.518 13.200
H -27.740 6.682 9.686
H -22.952 0.318 8.024
H -29.922 5.720 18.863
H -18.105 -3.041 13.532
H -18.175 11.980 15.789
H -25.237 6.626 10.404
H -19.057 5.753 12.309
H -17.047 6.257 15.004
H -27.637 8.842 8.733
H -18.859 3.714 13.644
H -18.270 12.741 14.206
H -20.581 14.229 12.151
H -17.852 7.196 8.525
H -21.981 1.107 9.259
H -25.977 4.146 10.902
H -22.738 4.672 12.199
H -28.228 6.537 15.709
H -26.526 1.931 15.837
H -17.867 11.277 12.239
H -25.353 2.638 9.375
H -22.897 14.577 12.769
H -24.825 4.764 12.170
H -27.635 5.140 17.757
H -19.988 6.379 7.793
H -22.377 3.660 9.654
H -24.860 2.309 13.120
H -19.578 11.674 14.803
H -19.128 8.799 6.913
H -22.610 6.426 10.077
*
```

Atomic partial charges in e from the Mulliken method, atoms 1 to 4: 1.6292 -0.2407 -0.0445 -0.3036



[10]
The following is a DFT calculation (ωB97M-V/def2-TZVPD) of a molecular structure, H9O4 at a distorted geometry.

The LUMO energy is -3.70 eV. The max |F| is 2.76 eV/A. The HOMO energy comes out at -0.5343 Eh. The calculated total energy comes out at -306.0645 a.u.

Geometry as ORCA input:
```
! RIJCOSX wB97M-V def2-TZVPD def2/J DEFGRID3
* xyz 1 1
O 1.341 -0.501 0.567
O -1.010 0.070 0.454
O -1.096 3.336 -0.636
O 0.908 -2.803 -0.267
H -1.133 -0.193 1.351
H 0.198 -0.283 0.354
H -1.784 0.121 -0.047
H -1.241 4.182 -0.125
H 0.004 -2.987 -0.278
H 1.336 -3.451 -0.856
H -1.566 3.432 -1.500
H 1.517 -1.542 0.499
H 1.527 -0.102 -0.335
*
```

Atomic partial charges in e from the Mulliken method, atoms 1 to 4: -0.5767 -0.5026 -0.6576 -0.6314



[11]
The following is a DFT calculation (ωB97M-V/def2-TZVPD) of a molecular structure, C3H4Br2Cl2 at a distorted geometry.

The LUMO energy (alpha / beta) is -0.64 / -0.25 eV. The max |F| is 1.17 eV/A. The HOMO energy (alpha / beta) comes out at -0.3006 / -0.3078 Eh. The calculated total energy comes out at -6184.9910 a.u.

Geometry as ORCA input:
```
! RIJCOSX wB97M-V def2-TZVPD def2/J DEFGRID3
* xyz 0 1
Br -2.431 0.522 1.838
Br -3.784 -1.119 -0.555
Cl 0.823 2.393 -1.135
Cl -0.458 -0.206 -1.032
C -2.287 -0.869 0.561
C 2.060 0.188 -0.088
C 0.992 0.695 -0.996
H 2.112 -0.896 -0.155
H 3.017 0.616 -0.376
H -1.912 -1.787 0.987
H 1.869 0.464 0.951
*
```

Atomic partial charges in e from the Mulliken method, atoms 1 to 4: -0.0406 -0.0264 -0.1615 -0.0456